No. 1
The following is a DFT calculation (wB97M-V/def2-TZVPD) of C36H25N5O2OsSSbSe as an isolated structure.

Each line ends with the Löwdin charge.
Atoms and positions in Å:
Os (0.6156, -1.5841, -0.8525)  1.265
O (0.1396, -4.3301, 1.9836)  0.206
C (0.5958, -3.6552, 1.1210)  -0.497
O (-0.1810, -2.8332, 0.3537)  -0.224
C (2.0465, -3.5364, 0.7813)  -0.177
C (2.9943, -4.3298, 1.3876)  0.063
C (4.3310, -4.1203, 1.0734)  0.028
C (4.6562, -3.0922, 0.2014)  0.012
C (3.6467, -2.3317, -0.3593)  -0.113
N (2.3540, -2.5698, -0.1059)  -0.096
H (2.6695, -5.0882, 2.0872)  0.148
H (5.1040, -4.7338, 1.5167)  0.139
H (5.6851, -2.8679, -0.0423)  0.134
H (3.8821, -1.4861, -0.9891)  0.102
Se (-2.6302, 0.9381, -7.2886)  1.283
N (-0.9533, 0.6189, -6.8280)  -0.197
C (-0.9718, 0.1724, -5.5975)  -0.334
C (0.2234, -0.2425, -4.8773)  -0.049
C (1.4967, -0.2771, -5.4601)  0.087
C (2.5547, -0.7509, -4.7166)  0.025
C (2.3385, -1.1600, -3.4078)  -0.061
N (1.1406, -1.1027, -2.8187)  -0.080
C (0.0837, -0.6624, -3.5620)  -0.129
C (-1.2218, -0.7367, -2.9369)  -0.135
N (-1.2414, -1.2144, -1.6640)  -0.065
C (-2.4169, -1.4696, -1.0771)  -0.076
C (-3.6197, -1.2049, -1.7160)  0.007
C (-3.6101, -0.6630, -2.9842)  0.079
C (-2.3856, -0.4265, -3.6236)  -0.053
C (-2.2629, 0.0775, -4.9822)  -0.337
N (-3.2801, 0.4482, -5.7175)  -0.197
H (1.6167, 0.0462, -6.4866)  0.146
H (3.5498, -0.8205, -5.1323)  0.137
H (3.1527, -1.5558, -2.8229)  0.101
H (-2.3754, -1.9077, -0.0906)  0.114
H (-4.5465, -1.4384, -1.2127)  0.130
H (-4.5285, -0.4424, -3.5145)  0.144
S (1.4102, 0.1852, 0.0875)  0.341
Sb (-0.1969, 1.3260, 1.6060)  1.550
C (0.4492, 3.2959, 1.4599)  -0.382
C (1.8258, 3.4875, 1.5979)  -0.140
C (2.3317, 4.7754, 1.5262)  -0.040
C (1.4719, 5.8481, 1.3233)  -0.022
C (0.1045, 5.6451, 1.1958)  -0.037
C (-0.4220, 4.3634, 1.2602)  -0.101
C (-2.1886, 0.9172, 1.1640)  -0.374
C (-2.8532, -0.0559, 1.9094)  -0.115
C (-4.2234, -0.2019, 1.7449)  -0.041
C (-4.9096, 0.6142, 0.8537)  -0.041
C (-4.2352, 1.5722, 0.1064)  -0.052
C (-2.8655, 1.7339, 0.2573)  -0.120
C (0.4636, 0.4585, 3.3783)  -0.374
C (0.9877, 1.2925, 4.3612)  -0.097
C (1.3884, 0.7312, 5.5680)  -0.032
C (1.2591, -0.6333, 5.7788)  -0.022
C (0.7312, -1.4567, 4.7882)  -0.040
C (0.3289, -0.9152, 3.5798)  -0.131
H (2.5023, 2.6574, 1.7740)  0.099
H (3.3947, 4.9412, 1.6366)  0.125
H (1.8710, 6.8523, 1.2738)  0.128
H (-0.5593, 6.4871, 1.0542)  0.126
H (-1.4914, 4.2230, 1.1919)  0.101
H (-2.3390, -0.6656, 2.6420)  0.105
H (-4.7558, -0.9359, 2.3355)  0.129
H (-5.9823, 0.5125, 0.7518)  0.130
H (-4.7778, 2.2113, -0.5773)  0.126
H (-2.3459, 2.4810, -0.3273)  0.106
H (1.0817, 2.3608, 4.2080)  0.106
H (1.7942, 1.3667, 6.3434)  0.127
H (1.5652, -1.0607, 6.7241)  0.128
H (0.6224, -2.5190, 4.9636)  0.124
H (-0.0897, -1.5620, 2.8199)  0.079

Values from the calculation:
HOMO level (alpha / beta) (hartree): -0.605 / -0.605
Net charge: +3
E_LUMO (alpha / beta) (eV): -10.8 / -10.8
2S+1: 1
Relative energy (zero: lowest compared OMol25 entry of this formula, charge and spin) (kJ/mol): 0.0

=====

No. 2
The following is a DFT calculation (wB97M-V/def2-TZVPD) of C36H25N9S3Ti as an isolated structure.

Each line ends with the Löwdin charge.
Atoms and positions in Å:
Ti (0.6311, -0.9386, 0.9519)  0.774
N (1.0892, -3.1351, -2.7348)  0.171
C (1.0966, -2.2056, -1.8020)  -0.104
N (0.8329, -2.4393, -0.5315)  0.010
C (0.4923, -3.7335, -0.1248)  -0.242
N (0.1665, -3.9763, 1.1020)  0.129
N (0.1618, -2.8023, 1.8231)  -0.092
C (-0.1532, -2.8392, 3.0628)  0.011
C (-0.1901, -1.5510, 3.7619)  -0.232
C (-0.5190, -1.4442, 5.0999)  0.036
C (-0.5645, -0.1703, 5.6643)  0.008
C (-0.2793, 0.9271, 4.8730)  0.005
C (0.0638, 0.7382, 3.5396)  -0.079
N (0.1173, -0.4777, 2.9922)  -0.017
C (0.4904, -4.7961, -1.1239)  -0.076
C (0.1768, -6.1215, -0.8055)  0.015
C (0.1766, -7.0803, -1.7969)  -0.026
C (0.4812, -6.7353, -3.1153)  -0.021
C (0.7880, -5.4330, -3.4545)  0.015
C (0.7899, -4.4756, -2.4471)  -0.153
H (1.2931, -2.8620, -3.6866)  0.183
H (1.3256, -1.1891, -2.1030)  0.126
H (-0.3860, -3.7774, 3.5578)  0.155
H (-0.7460, -2.3263, 5.6802)  0.135
H (-0.8245, -0.0460, 6.7067)  0.133
H (-0.3115, 1.9329, 5.2667)  0.129
H (0.3084, 1.5646, 2.8848)  0.111
H (-0.0624, -6.3755, 0.2166)  0.123
H (-0.0631, -8.1052, -1.5537)  0.123
H (0.4756, -7.4943, -3.8852)  0.126
H (1.0193, -5.1606, -4.4753)  0.129
S (-1.4428, 2.9922, -4.3892)  0.690
C (-0.4938, 2.7324, -3.0918)  -1.078
S (-0.4985, 1.1902, -2.2237)  0.974
C (0.6254, 1.8376, -1.0906)  -0.985
N (0.9876, 3.0525, -1.3237)  0.024
N (0.3704, 3.5518, -2.4254)  -0.135
C (0.6556, 4.9209, -2.7555)  -0.212
C (0.8041, 5.2961, -4.0826)  -0.043
C (1.0952, 6.6218, -4.3678)  -0.057
C (1.2374, 7.5471, -3.3465)  -0.066
C (1.0965, 7.1468, -2.0240)  -0.065
C (0.8044, 5.8279, -1.7190)  -0.023
S (1.5358, 1.0374, 0.2151)  0.697
H (0.7043, 4.5716, -4.8739)  0.081
H (1.2151, 6.9262, -5.3986)  0.114
H (1.4618, 8.5785, -3.5778)  0.112
H (1.2128, 7.8646, -1.2236)  0.110
H (0.7009, 5.5123, -0.6912)  0.107
N (-8.4425, 2.8290, 0.1215)  0.196
C (-7.4040, 2.3426, 0.1583)  -0.162
C (-6.1032, 1.7376, 0.2074)  -0.199
C (-5.9963, 0.3489, 0.2843)  0.003
C (-4.7467, -0.2339, 0.3366)  0.001
C (-3.6046, 0.5748, 0.3186)  -0.236
C (-3.7190, 1.9660, 0.2340)  -0.001
C (-4.9691, 2.5479, 0.1769)  0.005
C (-2.3185, -0.0238, 0.3631)  -0.057
C (-1.2163, -0.5573, 0.3929)  -0.138
H (-6.8896, -0.2583, 0.2977)  0.132
H (-4.6462, -1.3089, 0.3873)  0.125
H (-2.8287, 2.5799, 0.2001)  0.122
H (-5.0772, 3.6204, 0.1053)  0.132
C (5.5144, -0.7621, 2.1227)  -0.008
C (5.0818, -1.2714, 0.9081)  -0.015
C (3.7335, -1.5007, 0.7261)  -0.143
N (2.8056, -1.2711, 1.6692)  -0.062
C (3.2445, -0.7925, 2.8441)  -0.116
C (4.5732, -0.5292, 3.1125)  -0.014
H (6.5614, -0.5557, 2.2943)  0.129
H (5.7729, -1.4852, 0.1062)  0.124
H (3.3693, -1.8987, -0.2124)  0.100
H (2.4979, -0.6303, 3.6099)  0.105
H (4.8583, -0.1476, 4.0816)  0.124

Values from the calculation:
HOMO level (hartree): -0.445
Net charge: +2
E_LUMO (eV): -7.3
2S+1: 1
Relative energy (zero: lowest compared OMol25 entry of this formula, charge and spin) (kJ/mol): 0.0

=====

No. 3
The following is a DFT calculation (wB97M-V/def2-TZVPD) of C36H26F5NP2SZn as an isolated structure.

Each line ends with the Löwdin charge.
Atoms and positions in Å:
Zn (0.1977, 0.7602, -0.6833)  0.388
C (-2.2081, 1.1121, 1.3380)  -0.250
P (-2.2298, -0.0641, -0.1061)  1.046
C (-3.5084, 0.5552, -1.2406)  -0.413
C (-3.5779, -0.0456, -2.4979)  -0.121
C (-4.4934, 0.3950, -3.4370)  -0.075
C (-5.3365, 1.4558, -3.1341)  -0.078
C (-5.2585, 2.0698, -1.8952)  -0.080
C (-4.3511, 1.6209, -0.9465)  -0.091
C (-2.9742, -1.5587, 0.6314)  -0.350
C (-4.2463, -2.0156, 0.2967)  -0.080
C (-4.7340, -3.1867, 0.8587)  -0.082
C (-3.9575, -3.9094, 1.7521)  -0.089
C (-2.6966, -3.4477, 2.1040)  -0.081
C (-2.2003, -2.2838, 1.5393)  -0.092
C (-0.8761, 0.9519, 1.9986)  -0.423
C (-0.4900, 0.5830, 3.2685)  -0.066
C (0.9262, 0.4767, 3.2455)  -0.058
C (1.3233, 0.7888, 1.9630)  -0.404
C (2.6702, 0.8141, 1.3074)  -0.243
P (2.4968, -0.1327, -0.2802)  1.059
C (3.9308, 0.2870, -1.3180)  -0.347
C (5.1249, -0.4302, -1.3062)  -0.078
C (6.1695, -0.0499, -2.1345)  -0.080
C (6.0290, 1.0378, -2.9836)  -0.081
C (4.8305, 1.7352, -3.0222)  -0.072
C (3.7813, 1.3578, -2.2001)  -0.095
C (2.7289, -1.8585, 0.2420)  -0.361
C (3.6969, -2.2388, 1.1707)  -0.100
C (3.8170, -3.5673, 1.5443)  -0.073
C (2.9790, -4.5263, 0.9926)  -0.078
C (2.0176, -4.1565, 0.0650)  -0.076
C (1.8936, -2.8270, -0.3088)  -0.094
N (0.2258, 1.0991, 1.2093)  -0.090
H (-3.0336, 0.9199, 2.0217)  0.101
H (-2.3030, 2.1204, 0.9210)  0.074
H (-2.8993, -0.8578, -2.7354)  0.108
H (-4.5459, -0.0795, -4.4083)  0.105
H (-6.0444, 1.8134, -3.8705)  0.104
H (-5.9018, 2.9088, -1.6629)  0.108
H (-4.3060, 2.1074, 0.0191)  0.101
H (-4.8563, -1.4541, -0.3985)  0.099
H (-5.7254, -3.5360, 0.5996)  0.104
H (-4.3338, -4.8323, 2.1741)  0.102
H (-2.1002, -4.0014, 2.8179)  0.104
H (-1.2121, -1.9262, 1.8095)  0.100
H (-1.1358, 0.4073, 4.1151)  0.096
H (1.5652, 0.2004, 4.0702)  0.094
H (3.4164, 0.3636, 1.9590)  0.079
H (2.9867, 1.8297, 1.0621)  0.086
H (5.2364, -1.2930, -0.6654)  0.091
H (7.0929, -0.6146, -2.1219)  0.105
H (6.8486, 1.3317, -3.6263)  0.104
H (4.7081, 2.5682, -3.7020)  0.108
H (2.8361, 1.8864, -2.2482)  0.075
H (4.3570, -1.5013, 1.6078)  0.103
H (4.5667, -3.8553, 2.2699)  0.107
H (3.0756, -5.5630, 1.2877)  0.105
H (1.3665, -4.9061, -0.3654)  0.106
H (1.1380, -2.5307, -1.0273)  0.095
F (-0.8984, 6.9009, 1.1347)  0.128
C (-0.8002, 5.8504, 0.3237)  -0.142
C (-1.8476, 5.5024, -0.5113)  -0.145
F (-2.9586, 6.2427, -0.5171)  0.119
C (-1.7480, 4.3975, -1.3375)  -0.248
F (-2.7970, 4.0897, -2.1018)  0.084
C (-0.6069, 3.5939, -1.3750)  -0.554
S (-0.5024, 2.1997, -2.4267)  0.626
C (0.4477, 4.0183, -0.5615)  -0.248
F (1.6137, 3.3509, -0.6110)  0.042
C (0.3634, 5.1023, 0.2864)  -0.145
F (1.4058, 5.4484, 1.0424)  0.125

Values from the calculation:
HOMO level (hartree): -0.272
Net charge: 0
E_LUMO (eV): 0.3
2S+1: 1

=====

Record-wise molar mass values, in g mol⁻¹: 982.65, 727.73, 727.01